{
  "formula": "C24H58BeP2Si4Te",
  "method": "ωB97M-V/def2-TZVPD",
  "gap_ev": [4.345, 3.840],
  "relative_energy_kcal_mol": 98.4,
  "energy_ha": -3072.15832,
  "elements": ["P", "P", "C", "C", "H", "H", "H", "H", "C", "H", "H", "H", "C", "H", "H", "H", "C", "H", "H", "H", "C", "H", "H", "H", "Be", "C", "C", "C", "C", "C", "C", "C", "C", "C", "H", "H", "H", "H", "H", "H", "H", "H", "H", "H", "H", "H", "H", "H", "H", "C", "Si", "C", "C", "Si", "Te", "Si", "C", "C", "C", "Si", "C", "C", "C", "H", "H", "H", "H", "H", "H", "H", "H", "H", "H", "H", "H", "H", "H", "H", "H", "H", "H", "H", "H", "H", "H", "H", "H", "H", "H", "H"],
  "xyz": [[-0.0932, -1.6437, -5.0016], [0.2342, 1.9916, -4.9399], [-0.4105, -0.3890, -6.4047], [0.3845, 0.8150, -6.3937], [-1.4913, -0.2606, -6.4404], [-0.1549, -0.9631, -7.2908], [1.4611, 0.6831, -6.4663], [0.0983, 1.4533, -7.2191], [-1.3058, 2.8793, -5.3837], [-1.6472, 3.5915, -4.6155], [-2.1812, 2.2503, -5.6014], [-1.1450, 3.4901, -6.2845], [1.2830, 3.2316, -5.4996], [0.9525, 3.6956, -6.4314], [2.2731, 2.8941, -5.7357], [1.4555, 4.0876, -4.8761], [-1.1513, -2.8393, -5.7739], [-1.3244, -3.7832, -5.2618], [-0.8706, -3.2238, -6.7464], [-2.1668, -2.5412, -5.9623], [1.4284, -2.4275, -5.5594], [2.2501, -1.7195, -5.7591], [1.2683, -2.9717, -6.5103], [1.8157, -3.1748, -4.8494], [1.5946, -0.1506, -1.3462], [0.1847, 2.2242, -3.2201], [-1.3766, 2.0472, -3.1438], [-1.5655, 0.5643, -3.3736], [-1.7088, -0.9687, -2.7659], [-0.7123, -2.0160, -3.3808], [0.7434, -1.7857, -3.0881], [1.2334, -0.3989, -3.2718], [1.2206, 1.1635, -2.5638], [-0.0825, -2.2102, 0.9181], [0.6079, 3.2480, -3.0061], [-1.8125, 2.3687, -2.1715], [-0.9123, 0.3533, -4.2290], [-2.5806, 0.6781, -3.8020], [-1.4918, -0.9107, -1.6607], [-2.7403, -1.3802, -3.0225], [-1.0262, -3.0868, -3.2945], [1.4799, -2.4945, -2.6879], [0.8307, -0.1170, -4.2661], [2.3073, -0.4621, -3.5986], [1.2549, 1.3262, -1.3564], [2.3003, 1.4818, -2.6595], [0.4379, -2.7037, 1.7410], [0.3698, -2.4169, -0.0631], [-1.1548, -2.4175, 0.9195], [-3.3604, -0.2025, 3.9961], [-1.8622, -1.0496, 4.7646], [-1.9461, -0.9223, 6.6479], [-1.8388, -2.8668, 4.2680], [0.0598, 0.0380, 3.9188], [0.1182, -0.0792, 1.1202], [0.0310, 2.2626, 4.7186], [0.0402, 2.3313, 6.6068], [1.5591, 3.1318, 4.0381], [-1.5251, 3.0883, 4.0476], [1.9613, -1.0167, 4.8147], [1.9795, -0.9161, 6.7005], [1.9702, -2.8263, 4.3017], [3.4600, -0.1232, 4.1077], [-4.2158, -0.8911, 4.0634], [-3.1935, 0.0342, 2.9366], [-3.6205, 0.7263, 4.5204], [-2.7953, -1.5390, 6.9811], [-1.0428, -1.3001, 7.1426], [-2.1218, 0.1057, 6.9895], [-1.5153, -3.0212, 3.2296], [-1.1877, -3.4598, 4.9252], [-2.8646, -3.2560, 4.3649], [0.9466, 1.8883, 7.0397], [0.0093, 3.3927, 6.9005], [-0.8292, 1.8326, 7.0542], [1.7460, 2.8547, 2.9916], [1.3863, 4.2175, 4.0801], [2.4597, 2.9010, 4.6219], [-1.7061, 2.8122, 2.9999], [-2.4168, 2.8255, 4.6316], [-1.3864, 4.1786, 4.0956], [1.0384, -1.2429, 7.1593], [2.7780, -1.5876, 7.0516], [2.2049, 0.0966, 7.0585], [2.1617, -2.9412, 3.2244], [2.7872, -3.3263, 4.8487], [1.0325, -3.3476, 4.5426], [3.3484, 0.0653, 3.0304], [3.6442, 0.8370, 4.6091], [4.3418, -0.7661, 4.2561]],
  "mulliken_charge": [1.39, 1.55, -1.18, -1.19, 0.48, 0.62, 0.46, 0.64, -1.55, 0.43, 0.37, 0.50, -1.32, 0.49, 0.45, 0.42, -1.65, 0.46, 0.54, 0.48, -1.50, 0.40, 0.43, 0.40, 0.43, 0.17, -1.51, -0.07, -0.64, 0.19, -1.66, -0.15, -1.41, -0.99, 0.81, 0.42, -0.47, 0.22, -0.22, 0.56, 0.65, 0.49, -0.50, 1.12, -0.31, 0.59, 0.29, 0.24, 0.29, -1.09, 0.41, -1.07, -1.05, -0.19, -0.36, 0.41, -0.89, -1.06, -1.06, 0.42, -0.93, -1.00, -1.09, 0.40, 0.26, 0.27, 0.39, 0.20, 0.23, 0.25, 0.29, 0.39, 0.20, 0.39, 0.17, 0.28, 0.39, 0.27, 0.30, 0.26, 0.39, 0.14, 0.38, 0.26, 0.24, 0.42, 0.21, 0.28, 0.26, 0.38]
}

---

{
  "formula": "C24H58Br2I2O9S7",
  "method": "ωB97M-V/def2-TZVPD",
  "gap_ev": 8.463,
  "energy_ha": -10156.79164,
  "elements": ["C", "C", "Br", "C", "Br", "C", "O", "C", "C", "C", "C", "I", "C", "O", "C", "I", "H", "H", "H", "H", "H", "H", "H", "H", "H", "H", "H", "H", "H", "H", "H", "H", "C", "S", "O", "C", "H", "H", "H", "H", "H", "H", "C", "S", "O", "C", "H", "H", "H", "H", "H", "H", "C", "S", "O", "C", "H", "H", "H", "H", "H", "H", "C", "S", "O", "C", "H", "H", "H", "H", "H", "H", "C", "S", "O", "C", "H", "H", "H", "H", "H", "H", "C", "S", "O", "C", "H", "H", "H", "H", "H", "H", "C", "S", "O", "C", "H", "H", "H", "H", "H", "H"],
  "xyz": [[3.2324, 1.0236, -1.7611], [2.5670, -0.2298, -2.4914], [2.8862, -1.9846, -1.6080], [1.8143, -0.0867, -3.6691], [1.5970, 1.6998, -4.4916], [1.1083, -1.3378, -4.3787], [-0.3144, -1.3627, -4.2119], [-0.7033, -1.4897, -2.8319], [-1.5625, -2.8348, -2.5691], [-0.5210, -3.8911, -1.9159], [-0.5347, -3.8209, -0.3061], [1.2503, -4.7518, 0.5791], [-1.5437, -0.1627, -2.4807], [-2.5672, 0.0744, -3.4750], [-3.1724, 1.3353, -3.1774], [-2.6781, 2.8652, -4.6820], [3.5655, 1.8354, -2.4719], [2.4165, 1.4488, -1.0763], [4.0743, 0.6302, -1.1185], [1.2910, -1.1786, -5.4995], [1.6274, -2.3243, -4.1335], [0.1532, -1.5235, -2.0923], [-2.3532, -2.6341, -1.7851], [-1.9491, -3.2535, -3.5438], [-0.7265, -4.9549, -2.2639], [0.5606, -3.6629, -2.2175], [-1.4539, -4.3815, 0.0485], [-0.5062, -2.7397, 0.0219], [-1.9103, -0.1409, -1.3941], [-0.7849, 0.6951, -2.5822], [-4.3046, 1.2022, -3.1310], [-2.8559, 1.6849, -2.1380], [-3.0863, 1.1662, 2.8716], [-3.1715, 1.1794, 1.0705], [-1.7950, 0.8894, 0.5522], [-3.4472, 2.9530, 0.9119], [-2.8782, 0.1464, 3.1996], [-2.2868, 1.8267, 3.2118], [-4.0412, 1.4905, 3.2837], [-2.6238, 3.5006, 1.3752], [-4.3874, 3.2172, 1.3872], [-3.4964, 3.2016, -0.1483], [-4.7325, 2.1918, 7.8466], [-3.8619, 1.7638, 6.3265], [-4.6527, 2.3245, 5.1882], [-4.2065, -0.0062, 6.4065], [-4.6812, 3.2722, 7.9827], [-5.7759, 1.8846, 7.7736], [-4.2524, 1.6982, 8.6929], [-5.2844, -0.1759, 6.4276], [-3.7424, -0.4272, 7.2995], [-3.7822, -0.4805, 5.5212], [4.5956, -0.0556, -6.0211], [6.1336, 0.0102, -5.0795], [6.3867, 1.4432, -4.7352], [7.2150, -0.4145, -6.4587], [3.7760, 0.2173, -5.3565], [4.6368, 0.6475, -6.8549], [4.4389, -1.0700, -6.3927], [7.0927, 0.3120, -7.2644], [6.9732, -1.4169, -6.8153], [8.2460, -0.3965, -6.1058], [-8.5910, 2.1780, 1.2821], [-7.5370, 2.8779, -0.0049], [-6.1873, 3.1042, 0.5969], [-8.3700, 4.4767, -0.0792], [-8.2259, 1.1787, 1.5209], [-8.5509, 2.8025, 2.1765], [-9.6167, 2.1105, 0.9159], [-8.3440, 4.9564, 0.9007], [-9.4028, 4.3343, -0.4013], [-7.8490, 5.1032, -0.8034], [-8.3438, 1.0029, 5.6241], [-8.9136, 1.6974, 7.1898], [-8.5637, 0.7221, 8.2659], [-10.6756, 1.5138, 6.8448], [-7.2534, 0.9829, 5.6315], [-8.7252, -0.0131, 5.5067], [-8.6873, 1.6312, 4.8007], [-10.9101, 0.4658, 6.6511], [-10.9431, 2.1252, 5.9814], [-11.2347, 1.8551, 7.7162], [11.6167, -2.6114, -3.2714], [9.9011, -2.0552, -3.2318], [9.4533, -1.8818, -4.6488], [10.2538, -0.4125, -2.5714], [11.6433, -3.6165, -3.6923], [12.2114, -1.9409, -3.8946], [12.0148, -2.6337, -2.2559], [10.9339, 0.1200, -3.2387], [10.6982, -0.5075, -1.5793], [9.3150, 0.1378, -2.4964], [8.0056, -3.6806, 1.6990], [8.5831, -2.6938, 0.3030], [9.6688, -3.4669, -0.3718], [9.3710, -1.4102, 1.2983], [7.5084, -4.5694, 1.3102], [8.8523, -3.9804, 2.3188], [7.2959, -3.0976, 2.2882], [10.1315, -1.8532, 1.9437], [8.6163, -0.9018, 1.9005], [9.8401, -0.6917, 0.6260]],
  "mulliken_charge": [-1.24, 0.58, -0.15, -0.03, -0.05, -0.57, -0.43, 1.05, -0.76, -0.39, -0.91, -0.05, -0.44, -0.37, -0.49, -0.05, 0.39, 0.25, 0.35, 0.25, 0.28, -0.20, 0.28, 0.34, 0.41, 0.16, 0.45, 0.32, 0.01, 0.33, 0.41, 0.18, -1.04, 0.48, -0.64, -1.01, 0.36, 0.38, 0.39, 0.41, 0.41, 0.28, -0.63, 0.48, -0.56, -0.74, 0.33, -0.02, 0.39, 0.20, 0.39, 0.24, -0.47, 0.63, -0.67, -0.95, -0.17, 0.38, 0.36, 0.35, 0.33, 0.29, -0.94, 0.40, -0.54, -1.00, 0.33, 0.23, 0.45, 0.31, 0.39, 0.33, -0.44, 0.48, -0.62, -0.93, 0.00, 0.35, 0.14, 0.30, 0.34, 0.33, -1.00, 0.49, -0.58, -0.94, 0.33, 0.35, 0.34, 0.43, 0.23, 0.31, -1.00, 0.60, -0.59, -0.85, 0.33, 0.31, 0.37, 0.30, 0.36, 0.22]
}